Entry 1:
Below is a structure of composition C7H16CrF6O11S2 in a non-equilibrium geometry, with properties calculated with ωB97M-V/def2-TZVPD.

Cartesian coordinates (Å):
Cr1 0.23196 0.15323 0.25191
C1 -3.33315 -2.62635 1.35293
F1 -4.18698 -1.66081 0.94104
F2 -4.04117 -3.41289 2.20429
F3 -2.97382 -3.36495 0.29036
S1 -1.86257 -1.73463 2.31463
O1 -0.93137 -1.21541 1.32041
O2 -2.54675 -0.74350 3.12782
O3 -1.18143 -2.76377 3.13079
C2 1.87562 1.89473 -3.56093
F4 1.89541 0.58421 -3.67161
F5 2.91573 2.39109 -4.26187
F6 0.70197 2.38013 -3.94608
S2 2.19883 2.39095 -1.71539
O4 1.80389 3.80482 -1.59338
O5 1.34842 1.46391 -0.93296
O6 3.62678 2.14101 -1.43457
C3 -2.00168 1.67380 -1.47380
O7 -1.76774 0.92432 -0.33062
H1 -1.11612 2.12900 -1.91728
H2 -2.44716 1.07009 -2.26449
H3 -2.69327 2.49573 -1.28873
H4 -2.59285 0.79713 0.14333
C4 0.18261 1.59015 2.93153
C5 1.50500 0.88170 3.03932
O8 1.51299 -0.14703 2.02164
O9 0.00279 2.01247 1.55461
H5 0.22855 2.38144 3.67976
H6 -0.62905 0.91672 3.20683
H7 1.59110 0.34880 3.98626
H8 2.37908 1.51772 2.89952
H9 2.28845 -0.70530 2.11441
H10 -0.63669 2.72829 1.57082
C6 1.65587 -2.23357 -1.33999
C7 0.10089 -2.39960 -1.34964
O10 -0.48462 -1.13429 -1.58531
O11 1.92157 -1.26511 -0.42004
H11 1.92097 -1.99515 -2.37003
H12 2.07263 -3.20488 -1.07358
H13 -0.28763 -2.80494 -0.41538
H14 -0.15260 -3.02378 -2.20652
H15 -0.95420 -1.15407 -2.42239
H16 2.85974 -1.08138 -0.50761

Output
DFT total energy ... -96427.945 eV
HOMO-LUMO gap (spin up / spin down) ... 0.3303 / 0.0887 Eh
Multiplicity ... 6
Relative energy (zero: lowest compared OMol25 entry of this formula, charge and spin) ... 0.0000 eV
Charge ... +1


Entry 2:
Below is a structure of composition C29H45BaN2O4Sb2Si2 in a non-equilibrium geometry, with properties calculated with ωB97M-V/def2-TZVPD.

Cartesian coordinates (Å):
Ba1 -1.24631 -1.12791 0.05423
C1 -3.37714 4.50863 -0.91057
C2 -4.13961 3.18635 -0.92005
N1 -3.59202 2.03415 -0.92090
C3 -4.63950 1.12614 -0.83534
C4 -5.85550 1.73361 -0.77720
N2 -5.53669 3.09950 -0.86591
C5 -7.20330 1.21413 -0.42753
O1 -7.89534 1.96903 0.45590
O2 -7.73376 0.24294 -0.88937
C6 -4.15737 -0.26227 -0.63831
O3 -4.62928 -1.07142 0.18209
O4 -3.10931 -0.41368 -1.35935
H1 -2.32733 4.39522 -0.63656
H2 -3.85604 5.21405 -0.24228
H3 -3.41755 4.95312 -1.93995
H4 -6.09942 3.81876 -1.26624
H5 -7.28398 2.46705 0.97075
C7 5.12980 -1.69840 -0.23000
Sb1 3.21084 -0.88505 0.41484
C8 2.54086 -0.31215 -1.52225
C9 4.07704 1.09022 1.00729
C10 4.19871 2.05870 -0.11190
C11 5.28738 1.88903 -0.97224
C12 5.46914 2.71393 -2.05636
C13 4.58143 3.76816 -2.29419
C14 3.56022 3.99435 -1.39749
C15 3.33033 3.14129 -0.35364
C16 2.16748 3.42269 0.53978
Sb2 0.35801 2.35008 0.05550
C17 -0.04968 3.68576 -1.56001
C18 -0.77975 3.40899 1.47246
H6 5.45254 -1.16189 -1.12411
H7 5.03048 -2.74139 -0.43874
H8 5.80039 -1.48325 0.61255
H9 2.90942 0.68183 -1.85423
H10 1.45867 -0.32893 -1.53957
H11 2.84879 -1.01316 -2.28867
H12 5.09104 0.85605 1.34367
H13 3.55230 1.44799 1.88978
H14 6.05098 1.16672 -0.70071
H15 6.30906 2.52670 -2.71228
H16 4.69443 4.46561 -3.12778
H17 2.98476 4.92996 -1.50789
H18 1.87311 4.48659 0.49099
H19 2.34278 3.20177 1.58087
H20 -0.10319 4.69157 -1.12834
H21 -0.96706 3.44138 -2.02713
H22 0.75801 3.60889 -2.25327
H23 -0.45274 4.45057 1.41609
H24 -0.58302 3.07269 2.50128
H25 -1.88551 3.34575 1.33144
C19 -0.66192 -1.50000 4.25455
Si1 -0.70609 0.03816 3.09380
C20 1.00601 0.82811 3.49094
C21 -1.91165 1.15184 4.17944
H26 -0.42222 -1.23382 5.28561
H27 0.11260 -2.19600 3.92906
H28 -1.60115 -2.06107 4.29283
H29 1.02437 1.19040 4.53648
H30 1.32379 1.63635 2.83027
H31 1.82569 0.10405 3.46633
H32 -1.36455 1.44942 5.06650
H33 -2.78417 0.58234 4.50516
H34 -2.28500 2.05411 3.70275
C22 1.42360 -4.93405 0.81013
Si2 0.66072 -3.83381 -0.59758
C23 2.09014 -4.01879 -1.83928
C24 -0.61053 -5.11935 -1.29544
C25 -1.58662 -5.64266 -0.44957
C26 -2.59852 -6.43795 -0.95992
C27 -2.66735 -6.78129 -2.28859
C28 -1.67862 -6.31057 -3.16014
C29 -0.65245 -5.51697 -2.64467
H35 1.96266 -5.80742 0.46577
H36 0.60765 -5.30624 1.48971
H37 2.08425 -4.31592 1.38585
H38 2.35134 -5.09440 -1.95554
H39 2.97028 -3.52505 -1.45923
H40 1.89276 -3.59097 -2.81615
H41 -1.66283 -5.27644 0.57838
H42 -3.35459 -6.75195 -0.22468
H43 -3.44098 -7.42277 -2.67977
H44 -1.68727 -6.53218 -4.19877
H45 0.19306 -5.18555 -3.28339

Output
DFT total energy ... -71498.877 eV
HOMO-LUMO gap ... 0.2133 Eh
Relative energy (zero: lowest compared OMol25 entry of this formula, charge and spin) ... 1.4753 eV
Charge ... -1